# 1
Here is a 2-piece molecular cluster, C2H5F2N overall at a distorted geometry from the Open Molecules 2025 dataset. Energies are from ωB97M-V/def2-TZVPD.

HOMO energy = -12.0 eV
ΔE to the lowest compared entry with this formula, charge and spin = 0.615 eV
Electronic energy = -9079.8743 eV
Gap between HOMO and LUMO = 12.63 eV
Structure (SMILES) = [H]/N=C(/C)F.F
M = 81.06 g/mol
Spin multiplicity = 1

Positions of all 10 atoms, in Å:
F1 0.997 -1.001 1.614
N1 -0.711 -0.694 0.153
C1 0.475 -0.363 0.477
H1 1.971 1.107 0.651
H2 -0.973 -1.434 0.765
F2 -2.901 -0.066 -1.403
H3 0.380 1.523 -0.403
H4 1.749 0.458 -1.063
H5 -2.244 -0.354 -0.707
C2 1.257 0.826 -0.084

Löwdin population analysis, charges in e, atoms 1 to 6: 0.0139 0.1419 -0.3841 0.0587 0.0732 -0.1876

=====

# 2
Here is a 4-piece molecular cluster, C44H96BCl2IN11O9P4 overall at a distorted geometry from the Open Molecules 2025 dataset. Energies are from ωB97M-V/def2-TZVPD.

HOMO energy = -4.6 eV
Electronic energy = -152965.6604 eV
Gap between HOMO and LUMO = 4.98 eV
M = 1255.84 g/mol
Spin multiplicity = 1
Charge = -1

Positions of all 168 atoms, in Å:
Cl1 3.267 -6.278 2.982
H1 8.795 -3.493 7.667
H2 -8.926 -4.049 1.059
H3 -2.700 -1.322 1.826
H4 -5.938 5.721 1.771
H5 10.198 -2.479 8.078
B1 3.293 2.728 -0.638
H6 -5.181 6.934 0.528
H7 -7.380 -5.228 6.375
H8 -0.197 0.038 -0.893
H9 -4.512 2.037 1.230
H10 2.553 -0.966 3.670
C1 1.493 0.854 -2.963
N1 -7.082 -4.391 1.968
H11 3.401 4.130 -2.099
P1 -2.149 4.384 -8.367
H12 -1.917 2.649 -6.067
H13 2.481 0.476 1.890
H14 -0.459 -1.773 3.547
C2 -5.947 6.091 0.685
H15 -8.287 -2.640 1.808
H16 0.509 5.506 -7.422
H17 -1.643 3.451 -11.840
H18 -2.727 0.847 0.464
H19 0.363 2.622 -9.207
H20 3.412 3.695 1.083
P2 3.079 -0.760 2.329
H21 -5.808 1.295 -1.571
C3 -0.827 6.819 -8.994
C4 3.723 1.374 -1.480
H22 -0.591 7.235 -8.010
H23 0.321 2.977 -10.897
H24 4.395 1.596 -2.374
H25 -7.476 -3.473 6.132
N2 -7.251 -4.600 4.350
H26 -1.264 2.284 5.009
C5 -0.536 -0.642 3.316
C6 -3.167 6.874 -8.691
C7 -4.451 -0.170 -0.499
H27 -7.573 -3.185 0.293
H28 11.118 0.393 3.601
C8 1.804 -5.339 0.627
O1 2.685 -2.954 -1.132
H29 -5.003 -0.374 0.500
O2 -4.865 -3.589 2.296
C9 2.947 -3.543 2.252
H30 -0.666 3.265 2.649
H31 -1.114 -0.051 -3.298
H32 0.810 -4.795 0.488
H33 -4.112 -2.286 4.333
H34 11.633 -2.958 5.132
H35 1.195 3.995 -6.976
N3 -2.020 5.997 -8.951
C10 8.030 -0.966 7.664
H36 8.544 -2.439 2.467
C11 2.436 -2.284 1.333
H37 8.482 -0.009 7.946
N4 -0.831 3.848 -7.438
C12 -0.464 -0.814 -3.844
I1 2.221 2.401 -4.309
H38 -3.355 -2.193 0.372
H39 7.895 -1.548 8.580
H40 -7.277 -1.062 2.805
H41 1.700 -1.359 -3.678
N5 8.837 -1.664 6.671
H42 8.278 -0.694 2.646
H43 -8.730 -5.674 3.273
O3 3.253 2.751 0.818
C13 7.935 -1.681 2.968
H44 4.392 0.789 -0.731
C14 -7.308 -1.577 3.770
H45 -4.108 6.334 -8.824
H46 -5.931 -4.329 5.980
N6 4.664 -0.551 2.281
C15 9.529 -2.783 7.264
C16 -0.982 1.560 4.169
C17 0.128 3.420 -9.914
H47 6.502 -3.267 4.221
C18 0.230 -1.392 0.753
C19 -8.632 -4.959 4.092
C20 -4.964 -1.669 4.037
C21 7.318 -2.992 4.896
H48 0.132 4.847 -5.833
H49 -0.804 -1.002 -4.936
H50 -7.464 -5.718 0.343
C22 -5.781 4.881 -0.386
H51 -8.267 -2.080 3.890
H52 -3.821 3.931 -0.901
C23 -0.246 1.275 1.522
H53 0.037 6.281 -9.386
H54 -6.803 4.387 -0.510
H55 -6.183 2.447 0.563
C24 -0.198 -0.271 1.855
O4 10.189 0.159 5.945
C25 11.492 -0.607 3.837
H56 -1.165 1.771 -7.416
H57 -9.079 -5.470 4.952
Cl2 3.978 -3.347 3.752
H58 10.123 -3.587 4.408
C26 2.482 0.402 -1.785
O5 1.036 -2.440 1.248
H59 -4.728 -1.176 3.087
N7 -0.924 0.162 4.419
H60 2.441 -5.309 -0.336
H61 6.830 -2.831 5.859
H62 -0.018 1.689 0.489
O6 2.883 3.968 -1.281
P3 -6.000 -4.040 3.232
C27 -2.511 -1.461 0.695
C28 -6.778 -5.582 1.183
H63 -7.295 -0.807 4.550
H64 -3.135 7.280 -7.674
P4 9.190 -0.790 5.254
C29 -4.576 3.871 -0.033
O7 -2.996 4.797 -7.148
H65 -3.194 7.716 -9.391
H66 0.475 1.230 -2.558
C30 0.679 -0.666 -0.596
H67 -0.516 -1.858 -3.345
C31 -7.984 -3.519 1.253
H68 4.835 0.395 1.903
C32 -1.805 4.240 -11.097
N8 -1.244 3.875 -9.798
C33 2.640 -4.904 1.907
H69 7.029 -0.770 7.262
H70 -5.548 5.405 -1.394
C34 -0.635 2.119 2.774
H71 -0.180 2.339 -6.075
H72 -4.700 -0.954 -1.290
C35 10.914 -2.842 4.314
C36 1.097 -0.419 -3.919
C37 -5.071 2.347 0.264
H73 11.433 -3.100 3.385
H74 -0.967 7.663 -9.679
H75 -5.763 -5.544 0.776
H76 10.106 -3.372 6.562
H77 6.904 -1.779 2.612
O8 1.855 0.152 -0.505
H78 7.980 -3.860 4.969
H79 1.356 -0.146 -5.011
H80 -4.002 1.795 -1.626
N9 10.397 -1.490 4.248
H81 -2.887 4.379 -11.030
H82 0.844 4.237 -9.785
H83 -2.333 -0.084 -1.174
H84 -1.361 5.164 -11.478
C38 -1.032 2.599 -6.709
C39 3.273 -2.523 -0.056
H85 0.699 -1.470 -1.420
H86 -1.168 -2.353 -0.843
C40 -7.002 -4.392 5.775
C41 -4.834 1.344 -0.969
H87 11.985 -0.974 2.930
O9 4.642 -2.346 -0.156
C42 0.278 4.592 -6.889
H88 2.948 -0.610 -2.112
H89 -5.064 -0.894 4.804
H90 1.533 -6.458 0.765
H91 -1.166 -3.237 0.761
H92 -9.251 -4.083 3.882
H93 12.252 -0.521 4.624
N10 8.016 -1.812 4.425
H94 -6.865 -6.477 1.811
C43 -2.852 -0.106 -0.153
H95 -4.040 4.309 0.897
H96 -6.985 6.589 0.539
C44 -1.148 -2.172 0.303
N11 -6.184 -2.479 3.928

Löwdin population analysis, charges in e, atoms 1 to 6: 0.4906 0.0795 0.0805 0.1026 0.0703 0.0827

=====

# 3
Here is a 2-piece molecular cluster, C4H10N2O2 overall at a distorted geometry from the Open Molecules 2025 dataset. Energies are from ωB97M-V/def2-TZVPD.

HOMO energy = -9.5 eV
ΔE to the lowest compared entry with this formula, charge and spin = 0.613 eV
Electronic energy = -11386.2899 eV
Gap between HOMO and LUMO = 10.06 eV
Structure (SMILES) = CC(N)=O.CC(N)=O
M = 118.14 g/mol
Spin multiplicity = 1

Positions of all 18 atoms, in Å:
H1 1.122 -0.635 1.537
H2 0.890 0.574 -1.045
H3 -3.386 0.771 1.854
H4 -1.184 2.479 -0.423
H5 -3.392 -0.773 0.969
N1 -1.402 1.806 0.301
H6 -1.963 -0.363 1.916
H7 -1.576 2.205 1.202
O1 3.515 -1.032 -0.290
O2 -2.395 0.227 -1.050
C1 -2.777 0.048 1.319
C2 2.332 -0.739 -0.272
H8 2.283 0.631 -1.883
H9 1.917 -2.198 1.247
C3 -2.176 0.677 0.046
C4 1.412 -1.362 0.782
H10 0.534 -1.726 0.243
N2 1.790 0.119 -1.162

Löwdin population analysis, charges in e, atoms 1 to 6: 0.0728 0.0827 0.0768 0.1042 0.0789 0.1322

=====

# 4
Here is an isolated ion of composition C4H10N3O and charge +1 at a distorted geometry from the Open Molecules 2025 dataset. Energies are from ωB97M-V/def2-TZVPD.

HOMO energy = -12.3 eV
ΔE to the lowest compared entry with this formula, charge and spin = 2.311 eV
Electronic energy = -10819.0929 eV
Gap between HOMO and LUMO = 8.94 eV
Structure (SMILES) = C[NH2+][C@@H]1NC(=O)[C@H]1N
M = 116.14 g/mol
Spin multiplicity = 1
Charge = +1

Positions of all 18 atoms, in Å:
N1 -0.823 -1.149 0.247
H1 3.004 -1.340 -0.719
H2 1.675 -2.246 0.268
N2 -1.375 2.360 0.017
H3 0.247 0.405 1.293
H4 -1.998 2.935 -0.585
C1 -2.094 -0.535 0.096
O1 -3.202 -0.886 0.077
N3 1.303 -0.096 -0.348
H5 -1.308 0.751 -1.451
H6 -1.570 2.480 1.038
H7 1.115 -0.139 -1.307
C2 -1.108 0.994 -0.380
H8 -0.591 -2.076 0.520
C3 -0.074 0.036 0.300
H9 1.892 0.669 -0.157
C4 2.175 -1.189 0.107
H10 2.730 -0.975 0.985

Löwdin population analysis, charges in e, atoms 1 to 6: 0.1159 0.1513 0.1417 0.0399 0.1696 0.1097

=====

# 5
Here is a 2-piece molecular cluster, C4H5N3 overall from the Open Molecules 2025 dataset. Energies are from ωB97M-V/def2-TZVPD.

HOMO energy = -9.9 eV
ΔE to the lowest compared entry with this formula, charge and spin = 4.264 eV
Electronic energy = -8695.5488 eV
Gap between HOMO and LUMO = 9.60 eV
Structure (SMILES) = C1=C=NC=NC=1.N
M = 95.10 g/mol
Spin multiplicity = 1

Positions of all 12 atoms, in Å:
H1 -1.129 1.113 3.291
C1 0.703 -0.719 0.422
N1 0.295 -0.349 2.812
C2 -0.282 0.298 0.227
N2 0.569 -0.546 -3.042
C3 -0.630 0.612 2.469
H2 0.682 0.470 -3.171
H3 0.898 -0.813 -2.111
C4 0.710 -0.753 1.698
H4 -0.423 -0.780 -3.134
H5 -0.552 0.597 -0.787
N3 -0.921 0.937 1.226

Löwdin population analysis, charges in e, atoms 1 to 6: 0.1192 0.0111 0.1464 -0.1628 -0.0010 -0.1756

=====

# 6
Here is a 3-piece molecular cluster, C5H14N2O overall at a distorted geometry from the Open Molecules 2025 dataset. Energies are from ωB97M-V/def2-TZVPD.

HOMO energy = -7.5 eV
ΔE to the lowest compared entry with this formula, charge and spin = 10.047 eV
Electronic energy = -10430.9811 eV
Gap between HOMO and LUMO = 3.77 eV
M = 118.18 g/mol
Spin multiplicity = 1

Positions of all 22 atoms, in Å:
H1 -1.594 -0.542 1.542
H2 -3.485 1.248 -1.433
H3 -1.643 1.142 1.479
H4 0.793 0.644 1.119
C1 0.045 0.248 0.453
C2 0.421 -1.048 -0.353
H5 -4.276 0.568 -0.078
H6 -3.244 1.936 0.127
H7 -0.394 -1.692 -0.658
N1 1.658 0.841 -1.342
H8 3.104 -3.236 1.288
H9 3.841 0.340 0.895
H10 -0.430 0.470 -1.674
H11 2.285 0.811 -0.500
C3 0.404 0.374 -0.952
H12 2.044 0.299 -2.102
H13 1.354 -1.440 0.032
C4 -1.389 0.287 0.840
O1 2.891 0.180 0.981
C5 -3.304 0.975 -0.396
N2 -2.186 0.120 -0.312
H14 3.107 -2.527 1.043

Löwdin population analysis, charges in e, atoms 1 to 6: 0.1681 0.0889 0.1296 0.1210 -0.2163 0.0164